Molecular formula: C4H4AgO5
Method: DFT, the ωB97M-V functional and the def2-TZVPD basis

CARTESIAN COORDINATES (ANGSTROEM)
O -2.16 -0.15 0.72
C -1.80 0.99 0.14
C -1.33 -1.21 0.13
O -2.15 2.09 0.54
O -1.03 0.79 -0.91
C -0.95 -0.69 -1.22
H -1.92 -2.14 0.11
H -0.49 -1.33 0.84
H -1.80 -0.84 -1.91
O 2.11 0.29 1.06
C 3.34 0.41 0.67
O 3.57 0.68 -0.53
H 3.16 1.27 1.56
Ag 1.46 -0.16 -1.21

- Max |F|: 5.85 eV/A
- ΔE to the lowest compared entry with this formula, charge and spin: 51.5 kcal/mol
- DFT total energy: -677.9250 Ha
- Kohn-Sham gap: 8.1 eV
- Total charge: -1
- HOMO: -4.3 eV

Atomic charges from the Mulliken analysis, expressed in e, are listed below: -0.366 0.728 -0.043 -0.649 -0.239 -0.661 0.245 0.188 0.308 -0.335 -0.156 -0.563 0.311 0.232

Molecular formula: C4H4B3BrI2NO5PZn
Method: DFT, the ωB97M-V functional and the def2-TZVPD basis

CARTESIAN COORDINATES (ANGSTROEM)
C 1.22 1.62 -0.09
C 2.28 0.78 0.59
I 4.17 1.74 0.88
C 2.07 -0.52 1.03
I 3.61 -1.60 2.02
B 0.67 -1.22 0.77
O 0.43 -2.04 -0.34
B -0.26 -1.20 -1.23
O 0.04 -1.14 -2.60
C 1.35 -0.89 -2.68
N 2.43 -1.02 -2.97
O -1.22 -0.35 -0.65
B -1.46 -0.65 0.71
P -3.29 -0.43 1.34
O -3.67 1.16 0.69
Br -4.51 -1.98 0.34
O -0.46 -1.02 1.60
H 0.19 1.47 0.36
H 1.48 2.69 0.07
H 1.15 1.47 -1.19
H -4.27 1.01 -0.08
Zn -1.98 2.12 1.42

- Max |F|: 4.81 eV/A
- DFT total energy: -5949.8865 Ha
- Kohn-Sham gap: 3.0 eV
- Total charge: +2
- HOMO: -15.1 eV

Atomic charges from the Mulliken analysis, expressed in e, are listed below: -0.014 -0.257 0.308 0.343 0.375 0.546 -0.246 0.491 -0.383 0.333 -0.278 -0.466 1.012 -0.057 -0.394 -0.022 -0.384 -0.775 0.603 0.253 0.309 0.702

Molecular formula: C4H4BO2S2
Method: DFT, the ωB97M-V functional and the def2-TZVPD basis

CARTESIAN COORDINATES (ANGSTROEM)
B -1.34 0.25 0.08
C 0.16 -1.98 -0.04
C 2.08 0.01 0.05
C -0.69 -1.08 0.16
C 1.06 0.82 0.40
O -2.07 0.80 1.12
O -1.60 0.87 -1.12
S 0.72 2.33 0.75
S 2.06 -1.66 -0.08
H -0.01 -2.96 -0.22
H 3.03 0.35 -0.17
H -2.46 1.56 0.85
H -0.92 0.69 -1.79

- Max |F|: 3.92 eV/A
- ΔE to the lowest compared entry with this formula, charge and spin: 61.2 kcal/mol
- DFT total energy: -1126.5534 Ha
- Kohn-Sham gap: 6.2 eV
- Total charge: -1
- HOMO: -3.0 eV

Atomic charges from the Mulliken analysis, expressed in e, are listed below: 0.519 -0.472 -0.233 -0.182 -0.121 -0.513 -0.682 -0.434 -0.250 0.456 0.385 0.238 0.287

Molecular formula: C4H4Br2
Method: DFT, the ωB97M-V functional and the def2-TZVPD basis

CARTESIAN COORDINATES (ANGSTROEM)
C -0.07 -0.48 -1.30
C 0.26 -0.09 -0.09
C -1.14 -0.47 -0.34
C 1.04 0.55 0.99
Br -2.45 0.98 -0.35
Br -1.96 -2.06 0.18
H 0.18 -0.49 -2.91
H 2.03 0.01 1.01
H 0.61 0.52 2.02
H 1.51 1.53 0.79

- Max |F|: 5.06 eV/A
- ΔE to the lowest compared entry with this formula, charge and spin: 80.3 kcal/mol
- DFT total energy: -5302.6678 Ha
- Kohn-Sham gap: 9.7 eV
- Total charge: 0
- HOMO: -9.6 eV

Atomic charges from the Mulliken analysis, expressed in e, are listed below: -0.600 0.398 0.264 -1.004 -0.151 -0.098 0.284 0.309 0.290 0.307

Molecular formula: C4H4Br2S
Method: DFT, the ωB97M-V functional and the def2-TZVPD basis

CARTESIAN COORDINATES (ANGSTROEM)
C 0.50 -0.84 -0.71
C 1.09 0.07 0.00
C -0.97 -0.83 -0.67
C -0.02 1.12 0.79
S -1.61 0.75 0.08
Br 0.19 0.60 2.65
Br 0.57 2.89 0.54
H 1.14 -1.49 -1.26
H 1.99 0.00 0.41
H -1.47 -0.59 -1.61
H -1.40 -1.70 -0.21

- Max |F|: 6.42 eV/A
- ΔE to the lowest compared entry with this formula, charge and spin: 14.3 kcal/mol
- DFT total energy: -5700.9674 Ha
- Kohn-Sham gap: 9.8 eV
- Total charge: 0
- HOMO: -9.1 eV

Atomic charges from the Mulliken analysis, expressed in e, are listed below: -0.194 -0.813 -0.556 0.115 -0.071 -0.044 -0.029 0.388 0.571 0.276 0.357

Molecular formula: C4H4BrClN2
Method: DFT, the ωB97M-V functional and the def2-TZVPD basis

CARTESIAN COORDINATES (ANGSTROEM)
C -0.05 -0.74 1.49
C -0.80 -1.79 0.88
C 0.76 0.99 -0.05
C -0.15 0.39 -1.19
N 0.40 0.38 1.14
N -1.26 -2.44 0.03
Cl -1.74 1.02 -0.76
Br 0.10 1.25 -2.93
H 0.14 -0.96 2.60
H 0.03 -0.88 -1.39
H 1.85 0.73 -0.02
H 0.73 2.07 0.21

- Max |F|: 4.37 eV/A
- ΔE to the lowest compared entry with this formula, charge and spin: 58.0 kcal/mol
- DFT total energy: -3298.4224 Ha
- Kohn-Sham gap: 9.6 eV
- Total charge: 0
- HOMO: -10.0 eV

Atomic charges from the Mulliken analysis, expressed in e, are listed below: 0.027 0.352 -0.327 -0.234 -0.385 -0.430 -0.110 -0.130 0.284 0.361 0.319 0.272

Molecular formula: C4H4BrF
Method: DFT, the ωB97M-V functional and the def2-TZVPD basis

CARTESIAN COORDINATES (ANGSTROEM)
C 0.68 0.07 -1.14
C 1.52 0.07 -2.15
C -0.10 0.69 -0.02
C 0.17 -0.78 -0.06
F 1.88 -1.04 -2.85
Br 2.17 1.69 -3.09
H 0.55 1.21 0.65
H -0.98 1.02 -0.34
H -0.66 -1.41 -0.30
H 1.03 -1.22 0.67

- Max |F|: 4.75 eV/A
- ΔE to the lowest compared entry with this formula, charge and spin: 4.0 kcal/mol
- DFT total energy: -2828.5942 Ha
- Kohn-Sham gap: 10.2 eV
- Total charge: 0
- SMILES: FC(Br)=C1CC1
- HOMO: -9.5 eV

Atomic charges from the Mulliken analysis, expressed in e, are listed below: 0.325 0.038 -0.453 -0.456 -0.223 -0.170 0.232 0.286 0.233 0.189

Molecular formula: C4H4BrI
Method: DFT, the ωB97M-V functional and the def2-TZVPD basis

CARTESIAN COORDINATES (ANGSTROEM)
C -1.76 0.78 0.00
C -0.82 -0.16 0.00
C 1.48 -0.95 0.00
C 0.61 0.06 0.00
Br 1.23 1.86 0.00
I 3.55 -0.76 0.00
H -2.80 0.53 0.00
H -1.51 1.83 0.00
H -1.11 -1.21 0.00
H 1.13 -1.98 0.00

- Max |F|: 0.76 eV/A
- ΔE to the lowest compared entry with this formula, charge and spin: 0.0 kcal/mol
- DFT total energy: -3026.4785 Ha
- Kohn-Sham gap: 9.3 eV
- Total charge: 0
- SMILES: C=C/C(Br)=C/I
- HOMO: -8.8 eV

Atomic charges from the Mulliken analysis, expressed in e, are listed below: -0.861 -0.025 -0.583 0.442 -0.169 0.101 0.257 0.209 0.221 0.407

Molecular formula: C4H4BrN
Method: DFT, the ωB97M-V functional and the def2-TZVPD basis

CARTESIAN COORDINATES (ANGSTROEM)
C 0.66 -0.83 0.02
C -1.24 1.96 0.01
C 1.65 0.01 0.01
C -0.86 -0.54 -0.02
N -1.35 0.77 -0.03
Br 3.48 -0.16 0.00
H 0.73 -1.91 0.03
H -0.50 2.73 0.07
H -1.24 -1.02 -0.93
H -1.33 -1.03 0.84

- Max |F|: 1.06 eV/A
- ΔE to the lowest compared entry with this formula, charge and spin: 113.0 kcal/mol
- DFT total energy: -2783.3738 Ha
- Kohn-Sham gap (alpha / beta): 5.7 / 9.8 eV
- Total charge: 0
- HOMO (alpha / beta): -6.7 / -9.0 eV

Atomic charges from the Mulliken analysis, expressed in e, are listed below: 0.139 -0.114 -0.449 -0.420 -0.227 -0.093 0.339 0.262 0.275 0.288

Molecular formula: C4H4Cl2
Method: DFT, the ωB97M-V functional and the def2-TZVPD basis

CARTESIAN COORDINATES (ANGSTROEM)
C -1.12 -0.20 0.31
C -0.44 -0.40 -0.96
C 0.86 0.05 -0.49
C 0.17 0.08 0.94
Cl -0.89 -0.61 -2.56
Cl 0.14 1.54 1.94
H -2.10 -0.27 0.53
H 1.83 -0.57 -0.73
H 1.15 1.02 -0.70
H 0.41 -0.65 1.72

- Max |F|: 7.96 eV/A
- ΔE to the lowest compared entry with this formula, charge and spin: 27.8 kcal/mol
- DFT total energy: -1075.1180 Ha
- Kohn-Sham gap: 9.9 eV
- Total charge: 0
- HOMO: -9.2 eV

Atomic charges from the Mulliken analysis, expressed in e, are listed below: -0.653 0.215 -0.583 0.158 -0.177 -0.226 0.516 0.238 0.251 0.261

Molecular formula: C4H4Cl2F2
Method: DFT, the ωB97M-V functional and the def2-TZVPD basis

CARTESIAN COORDINATES (ANGSTROEM)
C 1.94 0.02 -0.53
C 0.66 0.00 0.25
C -0.56 0.01 -0.27
C -1.85 0.01 0.49
H 1.77 0.00 -1.60
H 2.54 -0.87 -0.25
H 2.55 0.87 -0.27
H -0.66 -0.02 -1.35
F 0.88 -0.01 1.57
F -1.66 -0.01 1.82
Cl -2.81 -1.45 0.07
Cl -2.80 1.45 0.08

- Max |F|: 0.96 eV/A
- ΔE to the lowest compared entry with this formula, charge and spin: 0.8 kcal/mol
- DFT total energy: -1274.9148 Ha
- Kohn-Sham gap: 10.8 eV
- Total charge: 0
- SMILES: C/C(F)=C/C(F)(Cl)Cl
- HOMO: -10.1 eV

Atomic charges from the Mulliken analysis, expressed in e, are listed below: -1.076 0.778 -0.756 0.689 0.301 0.299 0.311 0.215 -0.252 -0.206 -0.154 -0.149

Molecular formula: C4H4Cl2FN2OS
Method: DFT, the ωB97M-V functional and the def2-TZVPD basis

CARTESIAN COORDINATES (ANGSTROEM)
C 0.21 0.50 -1.33
C -1.65 0.63 -0.23
C 0.59 1.36 -0.29
C 0.17 -1.80 0.59
N -1.13 0.06 -1.29
N -0.82 1.53 0.47
O 2.55 -0.41 0.09
F 0.22 -0.91 1.54
S 1.53 -1.14 -0.62
Cl -3.29 0.53 0.14
Cl 1.82 2.03 0.47
H 0.70 0.45 -2.33
H -0.85 -1.95 0.28
H 0.63 -2.74 1.11
H -0.68 1.86 1.41

- Max |F|: 7.66 eV/A
- ΔE to the lowest compared entry with this formula, charge and spin: 13.7 kcal/mol
- DFT total energy: -1757.5963 Ha
- Kohn-Sham gap: 7.7 eV
- Total charge: +1
- HOMO: -14.1 eV

Atomic charges from the Mulliken analysis, expressed in e, are listed below: -0.154 0.298 0.366 -0.269 -0.448 -0.193 -0.406 -0.212 0.555 -0.077 0.007 0.538 0.359 0.337 0.298

> The highest DFT total energy belongs to which entry?

C4H4AgO5

> Number 7 is which compound?

C4H4BrF

Please write out number 9 again, unchanged.
Molecular formula: C4H4BrN
Method: DFT, the ωB97M-V functional and the def2-TZVPD basis

CARTESIAN COORDINATES (ANGSTROEM)
C 0.66 -0.83 0.02
C -1.24 1.96 0.01
C 1.65 0.01 0.01
C -0.86 -0.54 -0.02
N -1.35 0.77 -0.03
Br 3.48 -0.16 0.00
H 0.73 -1.91 0.03
H -0.50 2.73 0.07
H -1.24 -1.02 -0.93
H -1.33 -1.03 0.84

- Max |F|: 1.06 eV/A
- ΔE to the lowest compared entry with this formula, charge and spin: 113.0 kcal/mol
- DFT total energy: -2783.3738 Ha
- Kohn-Sham gap (alpha / beta): 5.7 / 9.8 eV
- Total charge: 0
- HOMO (alpha / beta): -6.7 / -9.0 eV

Atomic charges from the Mulliken analysis, expressed in e, are listed below: 0.139 -0.114 -0.449 -0.420 -0.227 -0.093 0.339 0.262 0.275 0.288

> The lowest DFT total energy belongs to which entry?

C4H4B3BrI2NO5PZn